Model i:
Formula: C3H9N3O2
Source: the Open Molecules 2025 dataset
Level of theory: wB97M-V/def2-TZVPD

Positions of all 17 atoms, in Å:
C: -0.30 -0.60 -1.97
C: -1.77 -0.53 -1.66
O: -2.25 0.11 -0.77
O: -2.50 -1.31 -2.48
H: -0.01 0.40 -2.30
H: -0.07 -1.32 -2.75
H: 0.22 -0.79 -1.04
H: -3.43 -1.24 -2.21
N: 1.93 -0.52 1.01
C: 1.26 0.34 1.68
N: 1.59 1.66 1.88
N: 0.04 -0.05 2.22
H: 2.80 -0.13 0.68
H: 2.49 1.95 1.55
H: 0.90 2.31 2.17
H: -0.68 0.65 2.16
H: -0.21 -0.94 1.82

## Properties
SMILES string ... CC(=O)O.N=C(N)N
Frontier orbital gap ... 9.7036 eV

Population analysis type natural (NBO), resulting atomic charges in e: -0.7400 0.7999 -0.6089 -0.6871 0.2394 0.2331 0.2679 0.4910 -0.7988 0.5824 -0.8428 -0.8230 0.3274 0.3956 0.3932 0.3749 0.3961



Model ii:
Formula: C3H9N3O2
Source: the Open Molecules 2025 dataset
Level of theory: wB97M-V/def2-TZVPD

Positions of all 17 atoms, in Å:
C: 2.29 -0.14 0.12
C: -0.15 1.64 1.58
C: -0.79 -0.35 0.25
H: 1.98 -0.27 1.47
H: 2.05 -1.36 -0.75
H: 3.38 0.70 -0.12
H: -0.19 2.68 0.95
H: -1.22 1.35 2.13
H: 0.83 1.70 2.29
H: -1.15 -2.10 -0.53
H: 0.34 -1.29 -2.95
H: -0.66 0.29 -1.90
N: 0.02 0.75 0.36
N: -0.64 -1.32 -0.86
N: -0.74 -0.92 -2.22
O: 1.13 0.85 -0.34
O: -1.61 -0.61 1.20

## Properties
Frontier orbital gap ... 8.8529 eV

Population analysis type natural (NBO), resulting atomic charges in e: -0.3899 -0.4810 0.7237 0.2328 0.2589 0.2519 0.2126 0.2918 0.2164 0.3877 0.3132 0.3736 -0.1809 -0.5189 -0.6149 -0.4143 -0.6627



model i comes first in stability; the runner-up is 11.272 eV higher.



Model i:
Formula: C4H11NO3
Source: the Open Molecules 2025 dataset
Level of theory: wB97M-V/def2-TZVPD

Positions of all 19 atoms, in Å:
C: -1.90 -1.28 -0.28
C: -1.91 0.21 0.03
N: -1.01 0.48 1.16
O: -1.50 0.99 -1.07
H: -0.88 -1.61 -0.48
H: -2.52 -1.48 -1.15
H: -2.30 -1.85 0.56
H: -2.94 0.54 0.23
H: -1.28 -0.07 1.97
H: -1.07 1.46 1.41
H: -0.63 0.66 -1.37
O: 3.11 -1.15 -1.04
C: 2.11 -0.50 -1.24
O: 1.12 -0.29 -1.82
C: 2.24 0.80 0.56
H: 3.01 -0.09 0.23
H: 2.33 1.70 -0.03
H: 1.22 0.55 0.85
H: 2.81 0.93 1.49

## Properties
SMILES string ... C[C@@H](N)O.O=C=O.C
Frontier orbital gap ... 10.3715 eV

Population analysis type natural (NBO), resulting atomic charges in e: -0.6416 0.2513 -0.8688 -0.7234 0.2095 0.2224 0.2063 0.1432 0.3607 0.3679 0.4822 -0.5740 1.0514 -0.5280 -1.0169 0.3054 0.2272 0.2749 0.2502



Model ii:
Formula: C4H11NO3
Source: the Open Molecules 2025 dataset
Level of theory: wB97M-V/def2-TZVPD

Positions of all 19 atoms, in Å:
C: 0.75 -2.42 -0.60
C: 0.35 -0.94 -0.61
O: -0.96 -0.76 -1.10
C: 0.40 -0.41 0.83
N: 1.60 -0.03 1.28
O: -0.61 -0.40 1.50
H: 0.64 -2.83 -1.60
H: 1.79 -2.53 -0.28
H: 0.11 -2.97 0.07
H: 1.02 -0.36 -1.26
H: -1.55 -0.88 -0.33
H: 2.38 0.09 0.65
H: 1.67 0.38 2.20
C: -1.40 2.57 0.12
O: -0.46 2.07 -0.80
H: -1.00 3.51 0.51
H: -2.36 2.78 -0.37
H: -1.57 1.88 0.95
H: -0.80 1.23 -1.15

## Properties
SMILES string ... C[C@@H](O)C(N)=O.CO
Frontier orbital gap ... 10.6831 eV

Population analysis type natural (NBO), resulting atomic charges in e: -0.6235 0.0011 -0.7247 0.6661 -0.8096 -0.6403 0.2238 0.2107 0.2174 0.1895 0.4943 0.3982 0.4063 -0.2520 -0.7504 0.1756 0.1582 0.1747 0.4846



model ii comes first in stability; the runner-up is 1.563 eV higher.



Model i:
Formula: C4H11NO3
Source: the Open Molecules 2025 dataset
Level of theory: wB97M-V/def2-TZVPD

Positions of all 19 atoms, in Å:
N: -1.38 2.75 -0.15
C: -1.61 1.66 0.76
O: -1.72 1.81 1.94
O: -1.70 0.50 0.13
H: -0.46 3.15 0.00
H: -2.07 3.47 0.05
H: -1.53 0.68 -0.82
C: 1.20 -0.83 1.14
C: 0.90 -1.27 -0.27
C: 2.09 -1.94 -0.97
O: 1.59 -2.41 -2.22
H: 2.12 -0.23 1.20
H: 0.39 -0.21 1.53
H: 1.38 -1.67 1.81
H: 0.67 -0.44 -0.95
H: 0.05 -1.95 -0.32
H: 2.41 -2.76 -0.32
H: 2.87 -1.21 -1.16
H: 2.26 -2.94 -2.66

## Properties
SMILES string ... NC(=O)O.CCCO
Frontier orbital gap ... 10.9260 eV

Population analysis type natural (NBO), resulting atomic charges in e: -0.9431 0.8832 -0.5696 -0.6575 0.3900 0.3905 0.5081 -0.6158 -0.4068 -0.0567 -0.7297 0.1979 0.2247 0.2063 0.1845 0.2131 0.1555 0.1566 0.4689



Model ii:
Formula: C4H11NO3
Source: the Open Molecules 2025 dataset
Level of theory: wB97M-V/def2-TZVPD

Positions of all 19 atoms, in Å:
C: 2.68 -0.72 -0.31
C: 1.53 -0.14 -1.06
O: 0.21 -1.20 -0.80
O: 0.04 -0.30 0.38
C: -1.27 0.32 0.25
C: -1.42 1.30 1.40
N: -2.29 -0.70 0.27
O: -1.34 1.01 -0.96
H: 2.77 -1.80 -0.48
H: 2.58 -0.55 0.76
H: 3.61 -0.23 -0.64
H: 1.56 -0.32 -2.13
H: 1.43 0.94 -0.92
H: -2.38 1.81 1.33
H: -1.35 0.78 2.36
H: -0.62 2.04 1.36
H: -2.28 -1.15 1.18
H: -2.00 -1.42 -0.39
H: -1.44 0.30 -1.61

## Properties
SMILES string ... CCOO[C@](C)(N)O
Frontier orbital gap ... 10.4160 eV

Population analysis type natural (NBO), resulting atomic charges in e: -0.6518 -0.0117 -0.3667 -0.3297 0.6126 -0.6411 -0.8520 -0.7075 0.2241 0.2245 0.2201 0.1754 0.2106 0.2375 0.2179 0.2261 0.3651 0.3697 0.4769



model i comes first in stability; the runner-up is 4.040 eV higher.



Model i:
Formula: C4H11NO3
Source: the Open Molecules 2025 dataset
Level of theory: wB97M-V/def2-TZVPD

Positions of all 19 atoms, in Å:
C: -1.74 -0.82 -1.62
C: -0.27 -0.73 -1.19
O: 0.01 0.65 -1.05
C: -0.12 -1.50 0.09
N: 1.19 -1.38 0.74
C: 1.53 -0.35 1.52
O: 0.83 0.65 1.66
H: -2.42 -0.48 -0.83
H: -2.14 -1.77 -1.97
H: -1.89 -0.13 -2.44
H: 0.29 -1.14 -2.04
H: 0.40 0.85 -0.19
H: -0.82 -1.10 0.82
H: -0.34 -2.54 -0.12
H: 1.82 -2.15 0.60
H: 2.48 -0.44 2.05
O: -0.82 3.05 0.11
H: -1.24 2.35 -0.39
H: -0.81 2.74 1.02

## Properties
SMILES string ... C[C@@H](O)CNC=O.O
Frontier orbital gap ... 10.7735 eV

Population analysis type natural (NBO), resulting atomic charges in e: -0.6287 0.0839 -0.7487 -0.2544 -0.6030 0.5289 -0.6483 0.2036 0.2075 0.2256 0.1650 0.5037 0.2170 0.2145 0.4015 0.1316 -0.9490 0.4787 0.4706



Model ii:
Formula: C4H11NO3
Source: the Open Molecules 2025 dataset
Level of theory: wB97M-V/def2-TZVPD

Positions of all 19 atoms, in Å:
C: 0.25 0.37 -2.56
C: 1.20 -0.35 -1.60
C: 2.16 0.66 -0.97
N: 0.44 -0.95 -0.50
C: -0.22 -0.33 0.47
O: -0.21 0.86 0.78
O: -1.05 -1.18 1.15
H: 0.93 0.83 -3.27
H: -0.30 1.13 -1.95
H: -0.49 -0.27 -3.02
H: 1.64 -1.16 -2.18
H: 1.64 1.61 -0.83
H: 3.00 0.87 -1.72
H: 2.82 0.24 -0.20
H: 0.17 -1.92 -0.61
H: -1.50 -0.62 1.86
O: -2.17 0.54 2.76
H: -1.88 1.30 2.23
H: -1.75 0.76 3.60

## Properties
SMILES string ... CC(C)NC(=O)O.O
Frontier orbital gap ... 10.3995 eV

Population analysis type natural (NBO), resulting atomic charges in e: -0.6177 -0.0375 -0.6295 -0.6348 0.8859 -0.7159 -0.7368 0.2091 0.2201 0.2114 0.2012 0.2411 0.2010 0.2285 0.4072 0.5139 -0.9323 0.5038 0.4812



Model iii:
Formula: C4H11NO3
Source: the Open Molecules 2025 dataset
Level of theory: wB97M-V/def2-TZVPD

Positions of all 19 atoms, in Å:
O: -2.14 0.65 0.85
C: -1.37 -0.23 1.43
N: 0.06 0.00 1.45
C: 0.67 0.74 0.51
C: 1.74 -0.18 -0.43
C: 0.99 -1.22 -1.25
O: 2.58 -0.59 0.41
H: -1.66 -0.43 2.48
H: -1.53 -1.23 0.94
H: -0.09 1.24 -0.07
H: 1.26 1.53 0.97
H: 2.24 0.61 -1.05
H: 1.50 -2.17 -1.22
H: 0.01 -1.40 -0.88
H: 0.89 -0.86 -2.26
H: 0.52 0.06 2.34
H: -1.87 0.84 -0.64
H: -2.19 1.67 -1.95
O: -1.62 0.98 -1.61

## Properties
Frontier orbital gap ... 5.0642 eV

Population analysis type natural (NBO), resulting atomic charges in e: -0.7688 0.0776 -0.3678 -0.1913 0.1797 -0.6464 -0.4411 0.1776 0.1932 0.3121 0.2361 0.2027 0.2356 0.2266 0.2386 0.4048 0.4879 0.4664 -1.0235



Model iv:
Formula: C4H11NO3
Source: the Open Molecules 2025 dataset
Level of theory: wB97M-V/def2-TZVPD

Positions of all 19 atoms, in Å:
C: 1.88 1.12 -0.08
N: 0.66 0.47 -0.57
C: 0.87 -0.48 -1.52
O: 0.15 -1.43 -1.76
C: -0.34 0.18 0.48
C: -1.13 1.45 0.83
O: -2.38 1.09 1.46
H: 2.19 1.93 -0.75
H: 1.65 1.56 0.89
H: 2.68 0.40 0.06
H: 1.78 -0.29 -2.11
H: 0.17 -0.18 1.38
H: -0.99 -0.60 0.12
H: -0.64 1.94 1.66
H: -1.26 2.05 -0.08
H: -3.06 0.93 0.79
O: -0.86 -3.45 0.11
H: -0.18 -3.90 -0.41
H: -1.20 -2.79 -0.51

## Properties
SMILES string ... CN(C=O)CCO.O
Frontier orbital gap ... 10.4587 eV

Population analysis type natural (NBO), resulting atomic charges in e: -0.4204 -0.4440 0.5515 -0.6244 -0.2484 -0.0754 -0.7222 0.2099 0.2116 0.1979 0.1109 0.1959 0.2311 0.1807 0.1759 0.4689 -0.9473 0.4684 0.4796



model ii comes first in stability; the runner-up is 0.689 eV higher.



Model i:
Formula: CH6S3
Source: the Open Molecules 2025 dataset
Level of theory: wB97M-V/def2-TZVPD

Positions of all 10 atoms, in Å:
C: -1.12 -0.61 -0.82
S: -0.17 0.55 -1.83
H: -1.80 -1.18 -1.45
H: -0.42 -1.33 -0.40
H: -1.62 -0.13 0.01
H: -0.67 1.73 -1.44
S: 2.53 0.19 1.06
S: 0.98 -0.34 2.34
H: 1.78 0.24 -0.06
H: 0.50 0.88 2.59

## Properties
SMILES string ... CS.SS
Frontier orbital gap ... 9.5092 eV

Population analysis type natural (NBO), resulting atomic charges in e: -0.7301 -0.0578 0.2183 0.2260 0.2318 0.1294 -0.1405 -0.1418 0.1422 0.1224



Model ii:
Formula: CH6S3
Source: the Open Molecules 2025 dataset
Level of theory: wB97M-V/def2-TZVPD

Positions of all 10 atoms, in Å:
C: 0.50 -0.15 -1.47
S: 0.65 -1.91 -1.27
S: 1.12 -2.20 0.64
H: -0.46 0.30 -1.18
H: 0.63 0.17 -2.51
H: 1.19 0.49 -0.92
H: -0.03 -2.27 1.36
S: -1.52 2.16 1.42
H: -1.85 1.20 2.26
H: -0.21 2.22 1.68

## Properties
SMILES string ... CSS.S
Frontier orbital gap ... 9.6530 eV

Population analysis type natural (NBO), resulting atomic charges in e: -0.7994 0.1298 -0.1366 0.2269 0.2356 0.2289 0.1134 -0.2894 0.1428 0.1481



model i comes first in stability; the runner-up is 0.130 eV higher.



Model i:
Formula: C2H35O16
Source: the Open Molecules 2025 dataset
Level of theory: wB97M-V/def2-TZVPD

Positions of all 53 atoms, in Å:
C: -0.54 0.16 -0.79
C: -1.33 0.97 0.22
O: -0.58 1.19 1.37
H: 0.14 -0.50 -0.22
H: -0.01 0.89 -1.36
H: -1.27 -0.28 -1.49
H: -2.09 0.40 0.71
H: -1.75 1.91 -0.21
O: 1.64 -2.25 -1.89
H: 1.43 -2.55 -2.78
H: 1.86 -1.32 -2.00
O: -1.68 -2.61 -2.46
H: -0.86 -3.09 -2.23
H: -2.03 -3.29 -3.03
O: 0.83 -3.27 0.38
H: 0.11 -2.77 0.73
H: 1.03 -2.89 -0.49
O: -0.01 3.85 1.08
H: 0.94 4.00 1.05
H: -0.25 2.91 1.09
O: -3.04 0.43 2.96
H: -2.42 0.68 2.24
H: -2.76 0.97 3.77
O: 1.97 1.16 0.55
H: 1.02 1.09 0.82
H: 2.51 0.84 1.30
O: -2.12 -2.20 0.16
H: -2.21 -2.51 -0.72
H: -1.77 -1.29 0.07
O: 0.05 3.73 -1.71
H: 0.93 3.43 -1.45
H: -0.43 3.69 -0.89
O: 1.09 1.76 -3.68
H: 0.38 2.26 -3.27
H: 1.86 1.46 -3.17
O: -0.31 -0.60 -3.89
H: 0.20 0.17 -3.82
H: -0.82 -0.69 -3.07
O: 0.97 1.97 3.61
H: 0.36 1.75 2.97
H: 0.54 2.76 3.99
O: 0.26 -1.12 2.41
H: 0.08 -0.85 3.32
H: 0.05 -0.32 1.94
O: 2.73 -1.52 1.56
H: 3.05 -1.79 2.38
H: 1.78 -1.51 1.55
O: 2.80 0.33 -1.96
H: 3.71 0.25 -1.75
H: 2.26 0.48 -1.16
O: -2.76 -2.40 2.72
H: -2.73 -2.44 1.78
H: -2.81 -1.43 2.75

## Properties
Total charge ... -1
Frontier orbital gap ... 8.8426 eV

Population analysis type natural (NBO), resulting atomic charges in e: -0.6965 -0.0565 -1.0251 0.2297 0.2238 0.1971 0.1268 0.1478 -0.9696 0.4784 0.5075 -0.9435 0.4894 0.4751 -0.9897 0.4788 0.4809 -1.0108 0.4765 0.5095 -0.9714 0.4991 0.4777 -1.0409 0.5021 0.5032 -0.9794 0.4924 0.4835 -0.9716 0.4713 0.4953 -1.0188 0.5087 0.5142 -0.9851 0.4852 0.4723 -0.9523 0.4900 0.4579 -0.9882 0.4819 0.4902 -0.9873 0.4576 0.5079 -1.0078 0.4891 0.5267 -0.9883 0.4804 0.4745



Model ii:
Formula: C2H35O16
Source: the Open Molecules 2025 dataset
Level of theory: wB97M-V/def2-TZVPD

Positions of all 53 atoms, in Å:
C: 27.33 -0.29 -20.95
C: 26.39 -0.42 -19.77
O: 25.50 0.61 -20.03
H: 28.14 -1.12 -20.89
H: 27.82 0.66 -21.10
H: 26.85 -0.48 -21.92
H: 26.75 -0.25 -18.80
H: 26.04 -1.41 -19.82
O: 25.23 -0.86 -24.00
H: 24.55 -0.94 -23.36
H: 25.37 0.10 -23.94
O: 26.14 -2.94 -22.40
H: 26.31 -2.43 -21.64
H: 26.01 -2.33 -23.11
O: 28.67 3.97 -19.73
H: 28.41 3.07 -19.56
H: 28.12 4.60 -19.26
O: 27.59 -3.40 -19.41
H: 28.04 -4.25 -19.20
H: 28.26 -2.74 -19.18
O: 26.89 -3.29 -16.78
H: 26.89 -3.23 -17.80
H: 26.97 -2.36 -16.56
O: 25.43 1.96 -23.65
H: 26.04 2.26 -22.90
H: 25.02 2.81 -23.89
O: 26.18 2.35 -18.07
H: 25.36 2.09 -17.66
H: 26.08 2.10 -18.95
O: 28.67 1.49 -18.76
H: 28.01 1.66 -18.13
H: 28.31 0.72 -19.23
O: 25.44 -0.49 -16.19
H: 24.77 0.20 -16.36
H: 24.89 -1.24 -16.53
O: 23.93 -1.28 -21.52
H: 24.55 -0.77 -20.99
H: 23.04 -1.05 -21.25
O: 26.39 2.90 -21.33
H: 26.18 2.04 -20.91
H: 27.35 3.08 -21.19
O: 23.58 2.33 -21.24
H: 22.70 2.31 -20.86
H: 24.15 1.81 -20.66
O: 23.41 -0.38 -18.22
H: 24.19 -0.32 -18.71
H: 22.69 -0.49 -18.84
O: 24.66 -4.18 -20.12
H: 24.18 -3.40 -20.46
H: 25.46 -4.16 -20.66
O: 27.73 1.11 -15.92
H: 26.91 0.65 -16.20
H: 28.39 0.87 -16.58

## Properties
Total charge ... -1
Frontier orbital gap ... 8.5491 eV

Population analysis type natural (NBO), resulting atomic charges in e: -0.6690 -0.1110 -1.0411 0.1739 0.2066 0.2389 0.1475 0.1462 -0.9991 0.4882 0.5070 -0.9714 0.4587 0.4987 -0.9828 0.4904 0.4751 -0.9339 0.4867 0.4798 -0.9823 0.4876 0.4647 -1.0054 0.5059 0.4734 -0.9651 0.4662 0.4934 -0.9682 0.4946 0.4839 -0.9747 0.4821 0.5050 -0.9842 0.5087 0.4657 -0.9954 0.5016 0.4862 -0.9609 0.4492 0.5043 -0.9770 0.4975 0.4687 -0.9672 0.4811 0.4830 -0.9647 0.4907 0.4622



model i comes first in stability; the runner-up is 0.268 eV higher.